Below is 2 unconnected molecules or ions with the total composition C6H17PSi at a distorted geometry, with properties calculated with ωB97M-V/def2-TZVPD.

Computed properties:
Spin multiplicity: 1
Energy above the lowest of the compared OMol25 structures with the same formula, charge and spin: 35.19 kcal per mole
LUMO energy: 0.2 eV

Last column: Löwdin charge in e.
CARTESIAN COORDINATES (ANGSTROEM)
C  -0.65469  -3.81913  1.53960  -0.105
C  0.45847  3.46431  1.05851  -0.260
C  1.28511  2.43953  -1.87495  -0.273
C  -0.31676  -2.31744  1.12289  -0.281
C  -0.15966  -2.05922  -0.35828  -0.305
C  -0.01834  -0.55110  -0.61457  -0.564
Si  -0.10780  2.86680  -0.70617  0.648
P  -1.67201  0.30953  -0.20355  0.732
H  -1.57663  -4.09748  1.06164  0.053
H  0.10747  -4.58325  1.31581  0.076
H  -0.98893  -3.81082  2.53289  0.038
H  -0.15179  4.15874  1.58941  -0.001
H  0.40533  2.54974  1.68204  0.015
H  1.44298  3.85014  1.12201  -0.003
H  1.14005  1.42451  -2.20255  -0.014
H  1.26425  3.15511  -2.68653  0.018
H  2.24326  2.31622  -1.33659  0.041
H  0.65930  -2.23513  1.62272  0.105
H  -1.14460  -1.79850  1.60707  0.071
H  0.75831  -2.49864  -0.66192  0.100
H  -1.01502  -2.43503  -0.80554  0.077
H  0.75597  -0.06535  -0.09006  0.028
H  0.14038  -0.40279  -1.68763  0.041
H  -0.91830  3.86220  -1.40991  -0.077
H  -1.93638  0.27704  -1.61633  -0.159

Forces on atoms 1 to 2 (eV/Å):
-0.036 0.947 -2.071
-0.873 -1.909 -0.530